1.
Entry from OMol25: 2 unconnected molecules or ions with the total composition C8H14Si2 (ωB97M-V with the def2-TZVPD basis set).

Properties
⟨S²⟩ = 2.006
Spin multiplicity = 3

CARTESIAN COORDINATES (ANGSTROEM)
C1 -0.846 -3.899 0.833
C2 0.509 -3.683 0.648
C3 -1.740 -2.861 0.622
C4 0.964 -2.437 0.262
C5 -1.277 -1.621 0.226
C6 0.082 -1.384 0.037
C7 0.419 2.515 -2.142
C8 -0.176 1.155 -1.808
Si1 -0.048 1.526 2.805
Si2 0.736 0.325 -0.359
H1 -1.205 -4.869 1.146
H2 1.212 -4.490 0.806
H3 -2.799 -3.024 0.772
H4 2.025 -2.275 0.133
H5 -1.981 -0.816 0.066
H6 0.318 3.191 -1.295
H7 1.477 2.425 -2.374
H8 -0.078 2.965 -3.001
H9 -0.121 0.514 -2.695
H10 -1.237 1.272 -1.580
H11 -1.371 2.138 2.741
H12 0.967 2.495 3.200
H13 -0.027 0.332 3.636
H14 2.178 0.282 -0.651

2.
Entry from OMol25: a molecular structure, C8H15AgN4O4 (ωB97M-V with the def2-TZVPD basis set).

CARTESIAN COORDINATES (ANGSTROEM)
Ag1 -0.739 0.508 -0.207
C1 -0.729 2.754 2.058
O1 0.296 3.083 1.138
C2 0.477 2.228 0.051
O2 1.373 2.504 -0.701
H1 -1.187 3.684 2.395
H2 -0.319 2.226 2.922
H3 -1.499 2.126 1.610
N1 1.322 -1.546 2.084
C3 0.074 -1.383 2.626
N2 -0.082 -1.838 3.907
O3 -0.834 -0.855 2.006
H4 2.113 -1.688 2.687
H5 1.487 -1.013 1.245
H6 0.568 -2.489 4.308
H7 -1.027 -1.853 4.246
N3 -1.708 -1.076 -1.366
C4 -2.413 -1.235 -2.266
N4 -3.225 -1.411 -3.291
C5 -2.975 -0.688 -4.548
C6 -4.307 -0.475 -5.234
O4 -4.990 -1.706 -5.407
C7 -5.279 -2.317 -4.162
C8 -4.005 -2.648 -3.420
H8 -2.310 -1.277 -5.185
H9 -2.495 0.261 -4.318
H10 -4.152 -0.056 -6.226
H11 -4.922 0.217 -4.647
H12 -5.838 -3.226 -4.376
H13 -5.901 -1.651 -3.553
H14 -3.425 -3.388 -3.980
H15 -4.217 -3.041 -2.427

Calculated total energy across the listed records, respectively: -24274.1070; -26687.9224 eV.
Largest force on an atom across the listed records, respectively: 1.14; 0.35 eV/Å.